Computed, not measured: a single C5H11NO2 molecule at a distorted geometry, with ωB97M-V with the def2-TZVPD basis set.

CARTESIAN COORDINATES (ANGSTROEM)
N1 1.750 0.042 -0.298
C1 0.292 -0.148 0.022
C2 0.411 -0.779 1.366
O1 1.169 0.073 2.249
C3 -0.603 -0.791 -0.880
C4 -1.750 0.198 -0.960
O2 -1.717 1.062 0.131
C5 -0.339 1.238 0.139
H1 2.183 -0.736 -0.955
H2 1.702 1.020 -0.714
H3 -0.558 -0.831 1.752
H4 0.927 -1.716 1.223
H5 2.141 0.046 1.768
H6 -0.937 -1.931 -0.603
H7 -0.284 -0.736 -1.997
H8 -2.709 -0.253 -0.950
H9 -1.518 0.866 -1.875
H10 -0.376 1.587 1.259
H11 0.216 1.790 -0.676

Values from the calculation:
LUMO level: 0.829 eV
2S+1: 1
Kohn-Sham gap: 10.685 eV
Energy above the lowest of the compared OMol25 structures with the same formula, charge and spin: 386.75 kJ/mol